C4H10N2 | ωB97M-V/def2-TZVPD

```
! RIJCOSX wB97M-V def2-TZVPD def2/J DEFGRID3
* xyz 2 1
C -1.50427 1.52971 0.95342
N -0.55921 0.70207 0.78543
C 0.19838 0.28367 1.87156
C -0.19119 0.27959 -0.63326
N 0.43374 -0.81033 -0.81389
C 0.88474 -1.16377 -2.09106
H -1.67903 1.86688 1.92571
H -2.10867 1.95849 0.04364
H 0.37839 -0.86967 1.78719
H -0.40972 0.37769 2.83924
H 1.12396 0.77677 1.94599
H -0.40682 0.83997 -1.52285
H 0.75444 -1.54942 -0.05950
H 0.47018 -2.24203 -2.24324
H 1.84351 -1.67230 -2.07315
H 0.77158 -0.30733 -2.71524
*
```

Results
Max |F|   5.62 eV/A
HOMO level   -20.90 eV
Relative energy (zero: lowest compared OMol25 entry of this formula, charge and spin)   165.42 kJ/mol
DFT total energy   -267.13472 Ha
M   86.138 g/mol
LUMO   -10.7 eV
HOMO-LUMO gap   10.217 eV
SMILES string   C=[N+](C)/C=[NH+]/C

C4H21O12 | ωB97M-V/def2-TZVPD

```
! RIJCOSX wB97M-V def2-TZVPD def2/J DEFGRID3
* xyz 0 2
O -1.94426 -0.95241 -1.80464
C -0.90051 -0.26028 -1.88333
O 0.28383 -0.59000 -2.09840
C -1.22791 1.23611 -1.42776
C -0.14883 1.97406 -0.72568
C -0.28037 2.15617 0.75709
O -0.81386 1.24475 1.47642
O -0.09293 3.23236 1.29666
H -2.09819 1.17546 -0.74378
H -1.66772 1.77297 -2.31285
H 0.84587 1.70846 -1.04358
H -0.08666 2.95075 -1.14863
H -0.77696 0.19242 1.35298
H 1.86569 -0.68510 -0.30851
H 2.35603 0.68626 -0.31253
O 2.19500 0.06686 0.34357
H -3.49685 -0.24560 2.15596
H -2.85654 1.06644 2.31416
O -3.26186 0.62947 1.73340
H -0.55006 -3.47478 -1.24782
H -1.71028 -2.45128 -1.12887
O -1.39833 -3.30442 -0.63895
H 0.52454 -2.22821 -2.16011
H -0.30578 -3.06528 -3.14685
O 0.35650 -3.18591 -2.57875
H 3.09743 1.40686 2.04455
H 3.13767 -0.01895 2.13505
O 3.65108 0.74457 2.29804
H -0.94889 -2.34506 0.80539
H -2.10081 -1.37642 1.07872
O -1.18654 -1.57037 1.35642
H 1.54082 0.67797 -2.38412
H 3.18346 0.35966 -2.31490
O 2.43381 1.02113 -2.17891
H 0.79715 -0.96034 3.77866
H 0.92851 0.02755 2.65188
O 1.48600 -0.56230 3.24679
*
```

Results
Max |F|   11.93 eV/A
HOMO level (spin up / spin down)   -9.90 / -9.90 eV
Relative energy (zero: lowest compared OMol25 entry of this formula, charge and spin)   282.04 kJ/mol
DFT total energy   -1067.72982 Ha
<S²>   0.76
M   261.200 g/mol
LUMO (spin up / spin down)   -0.2 / -5.7 eV
HOMO-LUMO gap (spin up / spin down)   9.688 / 4.190 eV

C4H7O3 | ωB97M-V/def2-TZVPD

```
! RIJCOSX wB97M-V def2-TZVPD def2/J DEFGRID3
* xyz -1 1
C 0.20136 1.78029 -0.33476
C -0.07520 0.36071 -0.39988
O 0.56710 -0.34708 -1.44683
C 0.22733 -0.45439 0.86200
C -0.58622 -1.73945 0.52958
O -1.70671 -1.92024 1.03782
O -0.01953 -2.52146 -0.22551
H 1.18141 2.08295 0.07841
H -0.41586 2.30413 0.44371
H 0.01811 2.24948 -1.33949
H -1.20923 0.31022 -0.80254
H 0.72063 -1.34086 -1.13232
H -0.14902 -0.12992 1.77061
H 1.24582 -0.63438 0.95919
*
```

Results
Max |F|   3.54 eV/A
HOMO level   -4.30 eV
Relative energy (zero: lowest compared OMol25 entry of this formula, charge and spin)   99.20 kJ/mol
DFT total energy   -382.37092 Ha
M   103.097 g/mol
LUMO   4.1 eV
HOMO-LUMO gap   8.348 eV
SMILES string   C[C@@H](O)CC(=O)[O-]

C5H8N | ωB97M-V/def2-TZVPD

```
! RIJCOSX wB97M-V def2-TZVPD def2/J DEFGRID3
* xyz 1 1
C -1.14565 -0.10832 0.43443
C 1.14733 1.24741 0.01434
C -0.06045 -1.51135 -1.31786
C 0.11327 0.61175 0.87723
C -1.08785 -0.92794 -0.88145
N 1.45358 0.12217 0.86401
H -1.44524 -0.83282 1.19952
H -1.93734 0.63669 0.34178
H 1.12786 1.12716 -1.06075
H 1.56844 2.18417 0.35165
H 1.64571 -0.78164 0.44046
H 0.80394 -1.99879 -1.69671
H -0.11840 1.16393 1.78992
H -2.06520 -0.93241 -1.35654
*
```

Results
Max |F|   1.10 eV/A
HOMO level (spin up / spin down)   -13.98 / -13.98 eV
Relative energy (zero: lowest compared OMol25 entry of this formula, charge and spin)   538.42 kJ/mol
DFT total energy   -249.62007 Ha
M   82.126 g/mol
LUMO (spin up / spin down)   -7.5 / -7.5 eV
HOMO-LUMO gap (spin up / spin down)   6.438 / 6.440 eV

C30H42BIrN8S3 | ωB97M-V/def2-TZVPD

```
! RIJCOSX wB97M-V def2-TZVPD def2/J DEFGRID3
* xyz 2 1
Ir -0.45521 -0.36715 -0.96127
C 0.70301 -3.80808 1.68104
C 1.30850 -3.02040 2.84156
C 2.47982 -3.82499 3.39783
C 0.29324 -2.76478 3.95254
N 1.82523 -1.68155 2.36530
C 3.11373 -1.23927 2.57657
C 3.17662 0.03928 2.14890
N 1.93037 0.39779 1.70441
B 1.65200 1.86646 1.28242
N 0.17886 2.25110 1.56970
C -0.18613 2.62410 2.84854
C -1.44919 3.07997 2.79964
N -1.87680 2.97152 1.48374
C -0.86446 2.44477 0.75980
S -0.90133 1.98462 -0.92605
C -3.20719 3.47519 0.98796
C -2.95824 4.60620 -0.00713
C -4.00601 2.33727 0.34748
C -4.00456 4.01128 2.17361
N 2.06191 2.15749 -0.18692
C 2.39087 3.44248 -0.56019
C 2.75874 3.41616 -1.85376
N 2.64648 2.10648 -2.28907
C 2.20914 1.36283 -1.25425
S 1.86100 -0.35622 -1.24581
C 2.95560 1.65371 -3.69740
C 4.07464 0.61740 -3.65188
C 1.68682 1.10498 -4.34732
C 3.42702 2.85967 -4.50599
C 1.12033 -0.66123 1.82527
S -0.55504 -0.72642 1.31805
H 0.43351 -4.79980 2.04632
H 1.43498 -3.92500 0.87914
H -0.19336 -3.34179 1.27977
H 2.10417 -4.80208 3.69664
H 2.91932 -3.35988 4.28093
H 3.25426 -3.98534 2.64575
H -0.04377 -3.71633 4.36407
H -0.58089 -2.22719 3.58217
H 0.74595 -2.18549 4.75879
H 3.89095 -1.85930 2.97973
H 4.00301 0.72942 2.14914
H 2.33322 2.56774 1.97853
H 0.49373 2.55160 3.68040
H -2.06790 3.45133 3.59315
H -2.40447 4.26067 -0.88032
H -2.40189 5.41728 0.46492
H -3.91540 5.00138 -0.34854
H -3.59782 2.06713 -0.62366
H -5.03328 2.66991 0.20192
H -4.02121 1.46655 1.01095
H -3.50553 4.85309 2.65496
H -4.20539 3.23543 2.91483
H -4.96267 4.36980 1.80137
H 2.35097 4.26563 0.13253
H 3.07539 4.22391 -2.48422
H 3.76592 -0.29661 -3.14659
H 4.95132 1.02172 -3.14344
H 4.36157 0.35863 -4.67114
H 1.33565 0.20019 -3.85646
H 1.90128 0.86271 -5.38819
H 0.89400 1.85624 -4.32649
H 4.33863 3.29607 -4.09473
H 2.65657 3.62885 -4.57847
H 3.65129 2.52143 -5.51615
N -2.59359 -0.61439 -1.20994
C -2.92684 -2.00418 -0.95954
C -4.13824 -2.42865 -0.50596
C -4.37561 -3.80958 -0.30566
C -3.39648 -4.72403 -0.56366
C -2.12105 -4.29603 -1.00895
C -1.04088 -5.17159 -1.26437
C 0.16215 -4.66576 -1.67083
C 0.31689 -3.27563 -1.77692
N -0.66757 -2.42725 -1.53743
C -1.89302 -2.92455 -1.18739
H -3.17888 0.00564 -0.65734
H -2.74027 -0.38109 -2.19094
H -4.92898 -1.71217 -0.31266
H -5.34762 -4.13157 0.04041
H -3.57665 -5.78308 -0.42547
H -1.17443 -6.23691 -1.11937
H 1.00091 -5.31128 -1.89089
H 1.26825 -2.84651 -2.06803
*
```

Results
Max |F|   1.12 eV/A
HOMO level   -13.28 eV
Relative energy (zero: lowest compared OMol25 entry of this formula, charge and spin)   0.00 kJ/mol
DFT total energy   -2929.93863 Ha
M   813.952 g/mol
LUMO   -6.7 eV
HOMO-LUMO gap   6.603 eV